Formula: C31H49Cl6FI2N5O4S3
Source: the Open Molecules 2025 dataset
Level of theory: wB97M-V/def2-TZVPD

The value obtained for the largest force on an atom is 4.07 eV/A. For the energy, the calculation gives -6435.649540 Eh. The HOMO-LUMO gap is 0.211 Ha.

The geometry in ORCA input format:
```
! RIJCOSX wB97M-V def2-TZVPD def2/J DEFGRID3
* xyz 1 1
C -0.93 5.14 -0.01
C -1.42 4.04 -0.24
C -1.95 2.62 -0.70
C -1.77 1.43 0.36
S -1.07 2.34 1.86
C -3.25 0.83 0.68
C -4.15 1.64 1.68
C -4.69 3.06 1.32
O -5.84 3.16 0.95
F -4.01 4.28 1.45
N -3.89 0.21 -0.51
C -5.07 0.83 -1.11
C -6.50 0.36 -0.54
O -7.47 1.31 -0.95
C -8.81 0.76 -0.98
C -9.62 1.35 0.29
C -2.90 -0.29 -1.37
N -2.81 -0.17 -2.69
O -1.82 -0.70 -3.45
C -2.06 -2.03 -3.80
N -2.21 -3.08 -4.27
N -1.75 -0.92 -0.71
C -0.86 0.16 -0.04
C -0.33 -0.62 1.29
C 1.20 -0.50 1.64
C 1.61 0.60 2.70
S 3.23 0.23 3.53
C 3.86 1.92 4.01
S 3.69 2.40 5.60
N 4.49 2.83 3.07
C 4.91 2.11 1.83
C 5.85 3.10 0.99
O 5.41 4.47 1.02
C 4.01 4.58 1.31
C 3.60 3.99 2.73
C 0.24 0.44 -1.15
I 1.55 2.17 -0.69
C 1.09 -0.73 -1.80
C 2.68 -0.45 -1.93
I 1.00 -2.77 -1.11
H -0.31 6.06 -0.21
H -1.55 2.49 -1.74
H -3.07 2.78 -0.84
H -2.04 3.18 2.37
H -2.98 -0.08 1.33
H -3.66 1.72 2.71
H -5.07 1.00 1.90
H -5.19 0.53 -2.21
H -5.05 1.98 -1.17
H -6.73 -0.62 -1.08
H -6.49 0.10 0.56
H -8.85 -0.36 -0.94
H -9.33 1.13 -1.92
H -10.65 1.61 -0.11
H -9.70 0.57 1.10
H -9.15 2.30 0.68
H -3.51 0.39 -3.19
H -2.19 -1.51 -0.01
H -0.97 -0.37 2.20
H -0.51 -1.74 1.18
H 1.92 -0.42 0.77
H 1.50 -1.49 2.14
H 0.82 0.63 3.52
H 1.64 1.65 2.27
H 4.00 1.83 1.21
H 5.49 1.16 2.06
H 6.88 3.04 1.48
H 5.93 2.70 -0.07
H 3.42 4.09 0.47
H 3.76 5.68 1.32
H 2.53 3.61 2.70
H 3.71 4.83 3.48
H -0.36 0.86 -2.03
H 0.81 -0.83 -2.90
H 2.93 0.35 -2.68
H 3.08 -1.42 -2.39
H 3.20 -0.36 -0.93
Cl 7.96 3.10 5.13
C 7.97 1.87 6.42
C 8.13 0.47 5.86
Cl 6.69 -0.06 4.95
H 7.04 1.97 6.99
H 8.80 2.11 7.08
H 8.26 -0.24 6.68
H 8.99 0.40 5.20
Cl -0.84 -7.33 -2.88
C 0.92 -7.13 -2.68
C 1.35 -7.30 -1.24
Cl 0.78 -5.95 -0.21
H 1.20 -6.16 -3.07
H 1.40 -7.90 -3.29
H 2.44 -7.30 -1.17
H 0.98 -8.23 -0.81
Cl 2.70 -5.34 -5.48
C 2.00 -5.98 -7.00
C 0.54 -6.35 -6.84
Cl 0.32 -7.78 -5.80
H 2.60 -6.83 -7.32
H 2.10 -5.19 -7.75
H 0.12 -6.61 -7.81
H -0.04 -5.53 -6.42
*
```

***

Formula: C19H23CsN4OS4
Source: the Open Molecules 2025 dataset
Level of theory: wB97M-V/def2-TZVPD

The value obtained for the largest force on an atom is 0.52 eV/A. For the energy, the calculation gives -2644.940610 Eh. For the relative energy (zero: lowest compared OMol25 entry of this formula, charge and spin), the calculation gives 24.9 kJ/mol. The HOMO-LUMO gap is 0.260 Ha.

The geometry in ORCA input format:
```
! RIJCOSX wB97M-V def2-TZVPD def2/J DEFGRID3
* xyz 0 1
Cs 0.60 -0.20 -0.18
N -3.44 -0.30 -0.92
N -2.85 -1.44 -0.37
C -2.41 -1.47 0.92
N -2.46 -0.29 1.56
S -1.80 -2.86 1.58
H -4.43 -0.46 -1.08
H -2.99 -0.07 -1.79
H -2.87 -2.33 -0.85
H -2.92 0.50 1.14
H -2.19 -0.28 2.53
C 3.71 -2.21 -4.53
C 2.41 -3.01 -4.54
C 2.65 -4.45 -4.06
C 1.78 -3.01 -5.94
C 1.46 -2.37 -3.61
N 0.72 -1.87 -2.88
H 4.42 -2.68 -5.22
H 4.15 -2.18 -3.53
H 3.54 -1.18 -4.86
H 3.38 -4.93 -4.72
H 1.73 -5.03 -4.09
H 3.04 -4.46 -3.05
H 2.48 -3.48 -6.64
H 1.60 -1.99 -6.28
H 0.85 -3.56 -5.96
O 2.57 0.07 1.52
C 3.71 -0.55 1.13
C 3.42 -2.00 0.67
C 2.40 -2.77 1.14
C 2.39 -4.09 0.62
C 3.42 -4.31 -0.25
S 4.39 -2.91 -0.43
C 4.71 -0.62 2.30
C 5.76 -1.44 2.56
C 6.46 -1.07 3.74
C 5.91 0.02 4.35
S 4.53 0.58 3.51
C 4.39 0.22 -0.03
C 3.79 1.09 -0.90
C 4.68 1.60 -1.88
C 5.95 1.14 -1.73
S 6.06 0.06 -0.40
H 1.70 -2.39 1.87
H 1.66 -4.84 0.87
H 3.66 -5.21 -0.78
H 6.04 -2.28 1.93
H 7.32 -1.60 4.13
H 6.23 0.49 5.26
H 2.76 1.40 -0.82
H 4.40 2.32 -2.64
H 6.82 1.38 -2.31
*
```

***

Formula: C5H8N2
Source: the Open Molecules 2025 dataset
Level of theory: wB97M-V/def2-TZVPD

The value obtained for the largest force on an atom is 1.13 eV/A. For the energy, the calculation gives -304.775847 Eh. For the relative energy (zero: lowest compared OMol25 entry of this formula, charge and spin), the calculation gives 156.6 kJ/mol. The HOMO-LUMO gap is 0.393 Ha.

The geometry in ORCA input format:
```
! RIJCOSX wB97M-V def2-TZVPD def2/J DEFGRID3
* xyz 0 1
C -0.93 0.28 -1.25
C -0.67 -0.42 0.10
C 0.53 -1.36 -0.06
N 1.37 -0.14 0.05
C 0.33 0.41 0.94
C 0.09 1.85 1.03
N -0.20 2.96 1.15
H -0.08 0.12 -1.92
H -1.83 -0.09 -1.74
H -1.02 1.36 -1.13
H -1.56 -0.79 0.63
H 0.60 -1.92 -1.00
H 0.67 -2.05 0.79
H 2.30 -0.23 0.42
H 0.41 0.02 1.97
*
```

***

Formula: C20H17N4O4Zn
Source: the Open Molecules 2025 dataset
Level of theory: wB97M-V/def2-TZVPD

The value obtained for the largest force on an atom is 0.20 eV/A. For the energy, the calculation gives -3071.756120 Eh. For the relative energy (zero: lowest compared OMol25 entry of this formula, charge and spin), the calculation gives 0.5 kJ/mol. The HOMO-LUMO gap is 0.180 Ha.

The geometry in ORCA input format:
```
! RIJCOSX wB97M-V def2-TZVPD def2/J DEFGRID3
* xyz -1 1
Zn 0.24 -1.16 -1.31
O -3.90 -0.92 2.77
C -4.39 -0.36 1.68
O -5.52 0.07 1.62
C -3.48 -0.29 0.51
C -3.81 0.30 -0.70
N -2.73 0.18 -1.50
N -1.73 -0.44 -0.88
C -2.16 -0.75 0.33
C -1.18 -1.51 1.18
O -1.47 -1.74 2.36
O -0.11 -1.86 0.58
H -2.95 -1.22 2.66
H -4.72 0.77 -1.02
H -2.58 0.46 -2.46
N 1.48 0.58 0.12
C 2.01 -0.01 0.95
C 2.69 -0.80 1.94
C 4.07 -0.97 1.87
C 4.71 -1.75 2.81
C 3.97 -2.37 3.81
C 2.59 -2.21 3.87
C 1.94 -1.43 2.93
H 4.62 -0.49 1.07
H 5.78 -1.89 2.76
H 4.47 -2.99 4.55
H 2.02 -2.71 4.64
H 0.86 -1.32 2.94
C 2.87 -2.41 -2.10
C 2.59 -2.15 -3.55
C 3.50 -2.56 -4.50
C 3.32 -2.35 -5.86
C 2.15 -1.70 -6.26
C 1.20 -1.27 -5.35
C -0.04 -0.57 -5.80
C 1.37 -1.47 -3.93
N 0.41 -1.04 -3.11
H 3.82 -2.93 -1.98
H 2.09 -3.02 -1.63
H 2.92 -1.47 -1.53
H 4.41 -3.07 -4.16
H 4.05 -2.68 -6.59
H 1.97 -1.52 -7.31
H -0.07 -0.48 -6.89
H -0.12 0.42 -5.35
H -0.94 -1.12 -5.47
*
```